Record 1
Density functional theory data (ωB97M-V/def2-TZVPD) for a 2-piece molecular cluster, C16H17NO overall.

Spin multiplicity: 1
Lowest unoccupied orbital energy: 0.81 eV
Structure (SMILES): Cc1c[nH]c2ccccc12.Cc1ccc(O)cc1
Kohn-Sham gap: 8.613 eV
ΔE to the lowest compared entry with this formula, charge and spin: 4.7 kcal/mol
DFT total energy: -20405.623 eV

Each line ends with the Löwdin charge.
Geometry (Å):
C (-1.654885, 1.984071, -1.217706)  -0.04
C (-0.580645, 1.060862, -1.681478)  -0.23
C (0.669598, 1.426913, -2.060419)  -0.08
N (1.429812, 0.306421, -2.362042)  0.08
C (0.694179, -0.817863, -2.047665)  -0.23
C (0.896834, -2.177558, -2.273888)  -0.03
C (-0.111898, -3.045986, -1.922860)  -0.11
C (-1.366365, -2.609797, -1.478261)  -0.10
C (-1.620142, -1.259440, -1.352218)  -0.02
C (-0.576095, -0.378684, -1.622214)  -0.15
H (-1.620441, 2.100282, -0.132842)  0.07
H (-2.672139, 1.650488, -1.443654)  0.08
H (-1.524057, 2.993202, -1.616515)  0.08
H (1.114717, 2.413123, -2.067274)  0.12
H (2.433575, 0.273466, -2.427860)  0.15
H (1.872133, -2.532557, -2.593340)  0.11
H (0.041385, -4.107283, -2.021336)  0.09
H (-2.096651, -3.340722, -1.156476)  0.10
H (-2.567927, -0.894846, -0.986355)  0.11
C (1.545899, 2.485055, 1.164397)  -0.05
C (0.840604, 1.247815, 1.690619)  -0.29
C (-0.204209, 1.366943, 2.589548)  -0.05
C (-0.883688, 0.235293, 3.049011)  -0.01
C (-0.408850, -1.012243, 2.689915)  -0.32
O (-1.067526, -2.111482, 3.196598)  0.03
C (0.635641, -1.142953, 1.777490)  -0.02
C (1.249569, -0.013959, 1.270948)  -0.05
H (0.921052, 3.352413, 0.968856)  0.08
H (2.105493, 2.243918, 0.268167)  0.05
H (2.286935, 2.749500, 1.936237)  0.08
H (-0.483979, 2.341022, 2.988909)  0.12
H (-1.803484, 0.289293, 3.604378)  0.11
H (-0.483408, -2.887817, 3.233118)  0.11
H (0.925814, -2.143036, 1.481803)  0.11
H (2.063145, -0.043851, 0.554413)  0.11

Cartesian forces, eV/Å:
C -0.198 0.314 0.284
C 0.339 0.141 0.461
C 0.174 0.045 0.006
N 0.352 -0.449 0.407
C -1.110 0.017 -0.481
C 0.837 0.164 0.509
C -0.179 -0.248 -0.178
C 0.069 0.184 0.367
C 0.364 -0.439 0.260
C -0.402 0.720 -0.525
H 0.035 -0.135 0.159
H 0.196 -0.058 -0.213
H -0.033 -0.142 -0.159
H -0.083 -0.104 -0.261
H -0.104 0.262 -0.135
H -0.159 -0.124 -0.139
H 0.152 -0.206 -0.042
H -0.092 0.002 -0.208
H -0.130 0.045 -0.060
C 0.653 -0.515 0.876
C 0.018 0.703 -0.470
C -0.506 -0.332 0.395
C 0.385 0.204 -0.390
C -0.109 -0.396 -0.309
O 0.193 -0.237 0.121
C -0.003 -0.216 0.293
C -0.091 0.392 0.159
H -0.245 -0.107 0.075
H 0.045 0.008 -0.205
H -0.114 0.310 -0.318
H -0.100 -0.088 -0.348
H 0.033 0.141 0.467
H -0.227 0.514 -0.228
H 0.126 0.000 -0.150
H -0.088 -0.370 -0.017

***

Record 2
Density functional theory data (ωB97M-V/def2-TZVPD) for one molecule with the formula C4H8N2O.

Spin multiplicity: 1
Lowest unoccupied orbital energy (alpha / beta): 0.70 / 0.70 eV
Structure (SMILES): C=[N+]([O-])/C=C\CN
Kohn-Sham gap (alpha / beta): 9.419 / 9.419 eV
ΔE to the lowest compared entry with this formula, charge and spin: 126.7 kcal/mol
DFT total energy: -9300.897 eV

Each line ends with the Löwdin charge.
Geometry (Å):
C (-1.025643, 0.276496, -1.891419)  0.07
N (-0.859803, -0.698519, -1.035077)  -0.38
O (-0.501370, -1.821058, -1.379380)  -0.05
C (-1.054276, -0.670748, 0.408086)  -0.07
C (-0.329805, -0.134659, 1.332231)  -0.13
C (0.978830, 0.463708, 1.260919)  -0.37
N (1.404562, 0.852619, 0.004507)  -0.02
H (-0.961671, 0.012450, -2.972653)  0.11
H (-1.499741, 1.177095, -1.751994)  0.05
H (-1.989067, -1.310656, 0.708194)  0.16
H (-0.687838, -0.301109, 2.417253)  0.15
H (1.218467, 1.232304, 2.067635)  0.13
H (1.638060, -0.380536, 1.695391)  0.14
H (2.462635, 1.116483, -0.089675)  0.13
H (1.206659, 0.186130, -0.774017)  0.07

Cartesian forces, eV/Å:
C 0.024 -2.076 -1.577
N -0.373 2.112 0.102
O 0.929 -2.651 -0.933
C -4.115 -1.314 -0.520
C -0.558 0.225 3.376
C 2.896 -0.819 3.117
N 3.055 1.226 -3.692
H 0.382 -0.207 1.178
H -0.648 1.856 1.447
H 1.940 1.358 -0.871
H 0.530 0.151 -1.913
H -0.918 -0.396 -1.170
H -0.656 0.542 -0.390
H -2.818 -0.756 0.587
H 0.330 0.747 1.258

***

Record 3
Density functional theory data (ωB97M-V/def2-TZVPD) for a 5-piece molecular cluster, C8H28N2O5 overall.

Spin multiplicity: 1
Lowest unoccupied orbital energy: 0.47 eV
Structure (SMILES): COC[C@H](C)N.COC[C@H](C)N.O.O.O
Kohn-Sham gap: 9.802 eV
ΔE to the lowest compared entry with this formula, charge and spin: 6.2 kcal/mol
DFT total energy: -21967.113 eV

Each line ends with the Löwdin charge.
Geometry (Å):
C (-3.084487, -2.104170, 1.823856)  -0.08
O (-2.888519, -0.703530, 1.654624)  -0.22
C (-1.856718, -0.165301, 2.457834)  -0.19
C (-0.510496, -0.177148, 1.754013)  -0.43
C (0.600855, 0.298895, 2.661511)  -0.06
N (-0.565664, 0.667183, 0.533159)  0.07
H (-4.049232, -2.336661, 1.378571)  0.09
H (-3.061672, -2.396890, 2.873845)  0.09
H (-2.319958, -2.657769, 1.268258)  0.09
H (-2.090257, 0.873334, 2.700652)  0.14
H (-1.744955, -0.740603, 3.384941)  0.12
H (-0.267174, -1.213148, 1.463227)  0.14
H (0.596412, -0.345695, 3.552614)  0.08
H (0.469380, 1.314228, 3.041049)  0.09
H (1.593394, 0.211707, 2.227298)  0.06
H (0.373134, 0.560631, 0.152818)  0.06
H (-1.157072, 0.207165, -0.153801)  0.02
C (0.679969, -1.190203, -1.900171)  -0.12
O (1.959375, -1.093364, -1.307591)  -0.19
C (2.803682, -0.245184, -2.057651)  -0.23
C (4.117039, -0.116596, -1.355338)  -0.43
C (4.009392, 0.495556, 0.029122)  -0.07
N (5.037716, 0.669097, -2.220123)  0.03
H (0.105716, -1.902620, -1.316292)  0.09
H (0.730686, -1.494127, -2.954723)  0.09
H (0.201007, -0.204894, -1.938338)  0.08
H (2.926444, -0.625983, -3.077134)  0.13
H (2.337074, 0.751941, -2.142904)  0.14
H (4.627827, -1.081420, -1.311331)  0.14
H (4.990663, 0.588730, 0.504892)  0.08
H (3.402612, -0.117468, 0.697730)  0.06
H (3.614548, 1.516125, 0.021081)  0.08
H (4.855511, 1.664648, -2.119251)  0.07
H (5.979698, 0.552836, -1.862114)  0.06
O (-5.512873, 1.289036, -0.828987)  -0.04
H (-6.079901, 1.253074, -1.604933)  0.04
H (-5.931451, 0.701946, -0.192711)  0.04
O (-2.863583, -0.318459, -1.116514)  -0.07
H (-3.639147, 0.081586, -1.525879)  0.03
H (-3.091264, -0.368022, -0.173808)  0.01
O (-1.786178, 2.800455, -1.367975)  -0.07
H (-2.042022, 1.909804, -1.104020)  -0.02
H (-1.469490, 3.191271, -0.549513)  0.02

Cartesian forces, eV/Å:
C 0.255 0.196 -0.596
O -0.435 -0.122 0.385
C 0.845 0.060 0.069
C 0.050 0.151 -0.914
C -0.138 -0.340 1.075
N 0.507 -0.564 0.627
H -0.058 -0.064 0.111
H -0.068 0.066 0.058
H 0.006 -0.091 0.154
H -0.262 -0.051 -0.051
H -0.268 0.062 0.037
H -0.130 -0.033 0.177
H 0.153 0.077 -0.102
H -0.133 0.095 -0.309
H -0.034 0.040 -0.271
H -0.059 0.404 -0.216
H -0.045 0.113 0.059
C 0.148 0.353 -0.369
O -0.105 -0.070 -0.100
C -0.586 0.142 -0.049
C 1.521 0.659 -0.297
C 0.086 -0.132 0.644
N -0.168 0.097 0.131
H -0.166 0.057 -0.054
H 0.155 -0.351 0.149
H -0.178 -0.086 0.245
H 0.140 -0.066 0.033
H 0.044 -0.018 -0.017
H -0.446 -0.242 0.247
H 0.054 -0.180 -0.174
H -0.131 0.059 -0.065
H -0.249 -0.111 -0.253
H -0.177 -0.053 -0.076
H -0.004 -0.070 -0.098
O 0.094 -0.136 -0.094
H -0.058 0.077 -0.034
H -0.027 0.000 0.076
O -0.118 -0.030 -0.162
H -0.040 0.112 0.038
H 0.042 0.023 0.084
O -0.088 0.118 -0.158
H -0.011 -0.084 -0.001
H 0.082 -0.066 0.061

***

Record 4
Density functional theory data (ωB97M-V/def2-TZVPD) for C23H17N3O7Ru as an isolated structure.

Spin multiplicity: 2
Lowest unoccupied orbital energy (alpha / beta): 2.66 / 2.65 eV
Kohn-Sham gap (alpha / beta): 7.267 / 7.224 eV
ΔE to the lowest compared entry with this formula, charge and spin: 1.6 kcal/mol
DFT total energy: -45514.995 eV
Charge: -1

Each line ends with the Löwdin charge.
Geometry (Å):
Ru (-0.211893, 0.248638, -0.191458)  1.47
O (0.840853, -1.427299, -0.124000)  -0.16
C (1.676220, -2.030526, -0.895040)  -0.32
C (2.239907, -3.256407, -0.448508)  -0.01
C (3.152773, -3.935952, -1.210322)  -0.10
C (3.572495, -3.452848, -2.465140)  -0.12
C (3.031570, -2.276177, -2.917083)  -0.07
C (2.080809, -1.567154, -2.163411)  -0.15
C (1.501380, -0.376054, -2.714763)  -0.08
N (0.547292, 0.312787, -2.213627)  -0.06
C (0.141340, 1.488016, -2.978800)  -0.22
C (0.428085, 2.704759, -2.141166)  -0.22
N (-0.291833, 2.505191, -0.899450)  -0.05
C (-0.231147, 3.429886, -0.024120)  -0.11
C (-0.961266, 3.412620, 1.214430)  -0.16
C (-0.838575, 4.488937, 2.102969)  -0.06
C (-1.556283, 4.538876, 3.275260)  -0.12
C (-2.426442, 3.474046, 3.566627)  -0.11
C (-2.558127, 2.402169, 2.718701)  -0.02
C (-1.815037, 2.318852, 1.507787)  -0.36
O (-1.943439, 1.291436, 0.739197)  -0.14
H (1.916106, -3.625615, 0.516410)  0.11
H (3.565654, -4.865205, -0.833252)  0.10
H (4.292097, -4.001531, -3.057416)  0.09
H (3.327361, -1.872621, -3.880949)  0.10
H (1.909935, -0.043684, -3.672309)  0.12
H (-0.933638, 1.419516, -3.153839)  0.12
H (0.654001, 1.544928, -3.944669)  0.11
H (0.077001, 3.596626, -2.671016)  0.12
H (1.502809, 2.810645, -1.954608)  0.13
H (0.379791, 4.321183, -0.219255)  0.13
H (-0.157322, 5.294589, 1.845225)  0.10
H (-1.454049, 5.373233, 3.956176)  0.08
H (-2.999836, 3.493055, 4.487945)  0.09
H (-3.217449, 1.574175, 2.950861)  0.11
O (-1.609072, -0.731851, 5.536973)  0.06
C (-1.155425, -0.604641, 4.260926)  -0.28
C (-0.061620, 0.198720, 3.954869)  0.07
C (0.305098, 0.299685, 2.631876)  -0.15
N (-0.349105, -0.367304, 1.698303)  -0.01
C (-1.400832, -1.132781, 1.965217)  -0.15
C (-1.837014, -1.294659, 3.260314)  0.08
C (-2.065034, -1.720943, 0.722387)  -0.59
O (-2.815892, -2.676337, 0.854651)  0.04
O (-1.757312, -1.123893, -0.375146)  -0.13
C (1.419906, 1.165510, 2.075435)  -0.58
O (2.205058, 1.698173, 2.848277)  0.04
O (1.408537, 1.239957, 0.794096)  -0.11
H (-1.084626, -0.158375, 6.106821)  0.11
H (0.495052, 0.758635, 4.696611)  0.13
H (-2.689242, -1.924447, 3.470661)  0.13

Cartesian forces, eV/Å:
Ru 0.891 -1.087 1.278
O 0.694 -0.508 -0.117
C -0.077 -0.120 0.081
C 0.007 0.028 0.021
C 0.072 -0.012 -0.075
C -0.052 -0.029 0.117
C -0.028 0.033 0.007
C 0.004 0.167 -0.069
C -0.108 -0.128 0.005
N -0.260 0.621 -0.373
C 0.044 -0.131 -0.144
C -0.104 0.137 0.042
N 0.039 0.331 -0.095
C -0.190 0.183 -0.051
C 0.284 0.027 0.003
C -0.027 0.005 0.015
C -0.024 -0.054 -0.011
C 0.019 0.008 0.016
C -0.028 0.048 0.027
C -0.222 -0.321 -0.127
O -0.142 0.485 -0.087
H 0.021 -0.004 -0.013
H -0.018 -0.001 -0.013
H 0.016 0.013 0.015
H -0.021 -0.012 0.001
H -0.006 -0.088 -0.065
H -0.021 0.030 0.002
H 0.035 -0.088 -0.003
H 0.003 0.068 0.079
H 0.025 -0.081 -0.035
H -0.046 0.040 0.005
H -0.004 -0.013 0.001
H 0.002 -0.005 0.007
H -0.007 0.004 -0.012
H -0.020 0.018 0.001
O 0.011 0.021 0.016
C 0.014 0.013 0.048
C 0.081 -0.151 0.051
C 0.177 -0.116 -0.037
N -1.095 0.749 0.479
C 0.047 -0.142 0.012
C 0.129 -0.132 -0.016
C -0.105 0.093 -0.196
O -0.016 0.131 0.048
O -0.243 -0.262 -0.466
C 0.081 0.130 0.000
O -0.052 -0.026 -0.068
O 0.277 0.132 -0.339
H -0.019 -0.024 -0.003
H -0.035 -0.003 0.013
H -0.003 0.019 0.024

***

Record 5
Density functional theory data (ωB97M-V/def2-TZVPD) for a 9-piece molecular cluster, H18O9 overall.

Spin multiplicity: 2
Lowest unoccupied orbital energy (alpha / beta): 2.82 / 2.67 eV
Kohn-Sham gap (alpha / beta): 2.753 / 10.239 eV
ΔE to the lowest compared entry with this formula, charge and spin: 19.3 kcal/mol
DFT total energy: -18719.407 eV
Charge: -1

Each line ends with the Löwdin charge.
Geometry (Å):
O (1.522468, 2.843883, 1.042622)  -0.06
H (1.547331, 2.197361, 1.748050)  0.05
H (2.439273, 2.964691, 0.795399)  0.05
O (1.022893, -3.848907, 0.592546)  -0.09
H (0.484530, -3.115045, 0.296168)  -0.01
H (1.628569, -4.009820, -0.130987)  0.02
O (-0.030659, 0.358724, -0.042979)  -0.12
H (0.541164, 1.053948, -0.368412)  0.00
H (0.154287, -0.389516, -0.610575)  -0.02
O (0.691737, 4.224002, -1.299905)  -0.08
H (0.927109, 3.604938, -0.608824)  -0.03
H (1.530295, 4.556620, -1.619944)  0.02
O (0.866966, 0.477455, -2.722766)  -0.17
H (0.250026, -0.052816, -3.227165)  -0.04
H (0.820220, 1.345722, -3.122970)  0.00
O (0.735284, -1.416537, 2.310747)  -0.09
H (0.705266, -2.348316, 2.527807)  0.01
H (-0.152508, -1.209368, 2.018966)  -0.03
O (-2.043194, -1.676798, 1.144446)  -0.09
H (-2.473722, -2.474873, 0.837928)  0.02
H (-2.526353, -0.966295, 0.722570)  0.01
O (-1.698579, 1.546674, 2.042192)  -0.08
H (-0.814364, 1.195570, 1.936734)  -0.02
H (-2.064780, 1.544352, 1.157819)  0.01
O (-1.316215, -2.469029, -1.607318)  -0.18
H (-2.124793, -2.003104, -1.820293)  -0.03
H (-0.622252, -1.933516, -1.991857)  -0.05

Cartesian forces, eV/Å:
O -0.019 0.282 -0.119
H -0.163 -0.382 0.171
H 0.362 -0.024 -0.016
O 0.146 -0.460 0.366
H -0.352 0.383 -0.195
H 0.091 -0.004 -0.205
O -0.369 0.288 0.902
H 0.148 0.133 -0.321
H 0.018 -0.247 -0.285
O -0.165 0.325 -0.445
H -0.168 -0.317 0.473
H 0.158 0.089 -0.155
O 0.796 0.087 0.460
H -0.578 -0.543 -0.404
H -0.086 0.522 -0.184
O 0.481 0.277 0.411
H 0.057 -0.274 -0.051
H -0.507 0.045 -0.351
O 0.032 -0.043 0.674
H 0.076 -0.292 -0.254
H 0.052 0.334 -0.196
O -0.399 0.330 0.628
H 0.172 -0.294 -0.360
H 0.176 -0.049 -0.316
O -0.019 -1.046 0.555
H -0.440 0.427 -0.247
H 0.501 0.451 -0.537

***

Record 6
Density functional theory data (ωB97M-V/def2-TZVPD) for one molecule with the formula C3H5N3O.

Spin multiplicity: 1
Lowest unoccupied orbital energy: 0.97 eV
Structure (SMILES): NNc1ccon1
Kohn-Sham gap: 10.099 eV
ΔE to the lowest compared entry with this formula, charge and spin: 94.1 kcal/mol
DFT total energy: -9706.503 eV

Each line ends with the Löwdin charge.
Geometry (Å):
N (-2.293488, -0.527133, 0.100393)  -0.03
N (-1.422734, 0.482515, -0.266338)  -0.10
C (-0.044475, 0.200518, -0.261110)  -0.34
C (1.167818, 0.969380, -0.057584)  -0.02
C (2.160653, 0.052108, -0.061700)  -0.15
O (1.646528, -1.185493, -0.067859)  -0.08
N (0.203832, -1.107903, -0.260609)  0.11
H (-1.887927, -1.038250, 0.933657)  0.09
H (-2.278331, -1.360089, -0.556247)  0.10
H (-1.616624, 1.459217, 0.018508)  0.14
H (1.062797, 2.038342, 0.156157)  0.11
H (3.301953, 0.016793, 0.322732)  0.18

Cartesian forces, eV/Å:
N -0.151 -2.439 1.053
N 2.187 1.969 -0.675
C -0.382 -2.530 0.849
C -1.630 1.089 -0.443
C 1.945 -0.833 2.555
O -1.120 0.073 -1.150
N 2.089 1.058 0.255
H -0.496 1.013 -0.653
H 0.095 1.938 0.161
H -0.520 -1.407 -0.162
H 0.895 -0.492 -0.356
H -2.912 0.562 -1.434